(1)
DFT (ωB97M-V/def2-TZVPD) results for C49H80N6P2STa as an isolated structure at a distorted geometry.

```
139
C49H80N6P2STa ωB97M-V/def2-TZVPD
Ta 0.072 0.027 -0.713
C 1.258 -5.184 -1.673
C 1.807 -3.791 -1.306
C 2.324 -3.789 0.121
C 0.716 -2.801 -1.632
C -0.304 -2.383 -0.750
C -1.426 -1.668 -1.230
C -2.762 -1.744 -0.466
C -2.727 -1.663 1.057
C -3.362 -3.112 -0.845
C -1.413 -1.164 -2.575
C -0.435 -1.677 -3.499
C 0.576 -2.467 -2.974
C -0.334 -1.572 -5.026
C 1.010 -0.933 -5.428
C -1.506 -1.012 -5.831
C -2.629 -0.407 -3.023
C -3.647 -1.126 -3.644
C -4.832 -0.511 -4.002
C -5.020 0.840 -3.736
C -4.020 1.562 -3.112
C -2.814 0.954 -2.743
P -1.506 1.922 -1.935
C -0.811 3.139 -3.202
C -1.955 3.864 -3.928
C 0.131 4.142 -2.528
C -0.025 2.388 -4.261
C -2.244 2.888 -0.496
C -3.016 4.169 -0.845
C -3.211 1.938 0.207
C -1.085 3.278 0.442
H 2.032 -5.934 -1.517
H 0.938 -5.240 -2.715
H 0.404 -5.440 -1.041
H 2.642 -3.566 -1.975
H 1.543 -4.057 0.834
H 2.753 -2.822 0.398
H 3.111 -4.536 0.219
H -0.328 -2.769 0.262
H -3.419 -0.963 -0.843
H -2.241 -2.542 1.487
H -3.754 -1.673 1.422
H -2.236 -0.779 1.449
H -2.794 -3.916 -0.372
H -3.366 -3.291 -1.919
H -4.391 -3.172 -0.491
H 1.305 -2.878 -3.663
H -0.239 -2.621 -5.324
H 1.159 0.034 -4.973
H 1.042 -0.814 -6.510
H 1.857 -1.557 -5.136
H -1.807 -0.007 -5.538
H -2.384 -1.650 -5.768
H -1.208 -0.977 -6.878
H -3.504 -2.177 -3.861
H -5.615 -1.085 -4.480
H -5.944 1.329 -4.015
H -4.190 2.608 -2.905
H -2.595 4.455 -3.284
H -2.565 3.176 -4.512
H -1.485 4.553 -4.633
H -0.377 4.834 -1.862
H 0.593 4.738 -3.317
H 0.939 3.646 -1.985
H -0.621 1.617 -4.747
H 0.881 1.956 -3.849
H 0.278 3.102 -5.030
H -3.865 4.000 -1.505
H -2.387 4.946 -1.270
H -3.420 4.561 0.090
H -4.071 1.692 -0.416
H -3.587 2.425 1.109
H -2.724 1.008 0.506
H -0.210 3.657 -0.081
H -0.774 2.446 1.064
H -1.423 4.077 1.107
C 5.963 -2.106 -3.263
C 5.402 -1.094 -2.321
C 6.167 -0.466 -1.344
C 5.551 0.450 -0.513
N 4.250 0.760 -0.635
C 3.654 0.111 -1.603
S 1.897 0.553 -1.905
N 4.093 -0.790 -2.443
H 7.047 -2.155 -3.200
H 5.670 -1.864 -4.285
H 5.557 -3.093 -3.030
H 7.219 -0.689 -1.236
H 6.098 0.964 0.267
N 0.022 0.137 1.052
P 0.379 0.188 2.727
N -0.974 0.245 3.607
C -1.187 -0.590 4.823
C -2.680 -0.728 5.069
C -3.273 0.627 5.469
C -2.561 1.773 4.731
C -1.984 1.308 3.401
N 1.203 -1.123 3.191
C 2.608 -1.033 3.655
C 2.841 -2.004 4.801
C 2.492 -3.430 4.381
C 1.057 -3.503 3.865
C 0.818 -2.474 2.766
N 1.225 1.553 2.904
C 2.315 1.960 1.987
C 2.445 3.474 1.995
C 2.805 3.999 3.402
C 2.519 2.948 4.478
C 1.185 2.266 4.221
H -0.710 -0.114 5.685
H -0.716 -1.554 4.675
H -2.857 -1.473 5.843
H -3.148 -1.101 4.153
H -3.165 0.773 6.544
H -4.343 0.640 5.257
H -1.753 2.181 5.343
H -3.252 2.595 4.541
H -1.511 2.144 2.887
H -2.786 0.928 2.768
H 2.814 -0.011 3.963
H 3.274 -1.282 2.820
H 2.235 -1.705 5.661
H 3.888 -1.942 5.099
H 2.617 -4.111 5.221
H 3.184 -3.757 3.597
H 0.361 -3.337 4.690
H 0.843 -4.497 3.466
H -0.232 -2.457 2.473
H 1.420 -2.729 1.893
H 2.089 1.600 0.985
H 3.256 1.494 2.291
H 1.495 3.902 1.664
H 3.199 3.766 1.264
H 2.217 4.892 3.615
H 3.852 4.294 3.448
H 2.485 3.414 5.463
H 3.315 2.200 4.513
H 0.391 3.017 4.193
H 0.948 1.557 5.015
```

Summary:
LUMO = -9.331 eV
E = -3380.8348 Ha
HOMO level = -16.34 eV
frontier orbital gap = 7.01 eV
energy above the lowest of the compared OMol25 structures with the same formula, charge and spin = 0.7109 eV
charge = +3

---

(2)
DFT (ωB97M-V/def2-TZVPD) results for C49H80N6P2STa as an isolated structure at a distorted geometry.

```
139
C49H80N6P2STa ωB97M-V/def2-TZVPD
Ta 0.830 -0.118 -0.189
C -1.814 -2.843 5.438
C -0.535 -3.224 4.704
C -0.665 -4.601 4.040
C -0.055 -2.184 3.725
C -0.803 -1.071 3.358
C -0.257 -0.021 2.648
C -1.063 1.239 2.535
C -0.982 2.032 3.848
C -2.520 1.012 2.148
C 1.115 -0.058 2.157
C 1.888 -1.236 2.587
C 1.258 -2.262 3.248
C 3.400 -1.386 2.504
C 3.792 -2.660 1.744
C 4.054 -1.441 3.894
C 1.878 1.314 2.169
C 2.444 1.531 3.429
C 3.191 2.651 3.746
C 3.405 3.626 2.788
C 2.834 3.467 1.540
C 2.058 2.351 1.196
P 1.374 2.427 -0.515
C -0.017 3.731 -0.618
C -0.516 3.761 -2.072
C -1.228 3.401 0.253
C 0.459 5.105 -0.119
C 2.684 2.888 -1.854
C 2.810 4.391 -2.163
C 4.107 2.446 -1.497
C 2.265 2.118 -3.117
H -2.012 -3.569 6.225
H -2.678 -2.852 4.768
H -1.746 -1.861 5.907
H 0.276 -3.305 5.438
H -1.505 -4.617 3.348
H -0.853 -5.353 4.805
H 0.239 -4.890 3.503
H -1.809 -0.968 3.737
H -0.578 1.832 1.765
H -1.438 1.466 4.662
H -1.532 2.968 3.749
H 0.043 2.267 4.130
H -3.045 0.399 2.880
H -2.616 0.533 1.171
H -3.041 1.968 2.118
H 1.853 -3.113 3.556
H 3.796 -0.507 2.010
H 3.598 -3.544 2.353
H 4.861 -2.656 1.530
H 3.244 -2.791 0.811
H 3.713 -2.306 4.462
H 3.871 -0.550 4.490
H 5.133 -1.539 3.772
H 2.261 0.795 4.200
H 3.596 2.761 4.744
H 3.990 4.508 3.012
H 2.982 4.245 0.802
H -0.848 2.775 -2.402
H 0.201 4.129 -2.796
H -1.379 4.428 -2.110
H -1.582 2.381 0.136
H -2.035 4.070 -0.053
H -1.035 3.607 1.303
H 1.291 5.539 -0.657
H 0.706 5.067 0.942
H -0.385 5.790 -0.222
H 3.270 4.935 -1.339
H 1.901 4.898 -2.454
H 3.495 4.467 -3.008
H 4.393 2.680 -0.473
H 4.792 2.986 -2.151
H 4.258 1.395 -1.705
H 1.278 2.383 -3.491
H 2.294 1.038 -2.947
H 2.987 2.337 -3.906
C 6.454 -2.539 -2.157
C 5.342 -1.799 -1.509
C 5.556 -0.777 -0.577
C 4.463 -0.131 -0.056
N 3.209 -0.474 -0.400
C 3.119 -1.475 -1.293
S 1.427 -1.851 -1.655
N 4.086 -2.133 -1.862
H 7.377 -2.466 -1.587
H 6.629 -2.111 -3.148
H 6.176 -3.581 -2.302
H 6.556 -0.495 -0.279
H 4.573 0.675 0.657
N -0.843 -0.203 -0.789
P -2.134 -0.904 -1.638
N -1.613 -0.969 -3.182
C -0.594 -0.116 -3.810
C -1.198 0.894 -4.777
C -2.064 0.202 -5.823
C -3.127 -0.648 -5.138
C -2.490 -1.641 -4.178
N -3.485 -0.020 -1.371
C -3.453 1.408 -1.734
C -4.463 2.203 -0.921
C -5.864 1.625 -1.086
C -5.866 0.131 -0.778
C -4.836 -0.587 -1.634
N -2.472 -2.410 -1.153
C -3.214 -2.690 0.094
C -2.362 -3.463 1.084
C -1.855 -4.758 0.461
C -1.063 -4.439 -0.798
C -1.895 -3.625 -1.775
H 0.102 -0.773 -4.342
H -0.026 0.392 -3.032
H -0.389 1.453 -5.253
H -1.803 1.615 -4.216
H -1.435 -0.437 -6.450
H -2.524 0.933 -6.487
H -3.720 -1.199 -5.870
H -3.821 -0.003 -4.590
H -1.862 -2.346 -4.732
H -3.246 -2.227 -3.655
H -3.689 1.505 -2.801
H -2.441 1.782 -1.597
H -4.436 3.244 -1.249
H -4.177 2.184 0.133
H -6.200 1.776 -2.117
H -6.572 2.153 -0.448
H -6.847 -0.301 -0.975
H -5.642 -0.042 0.280
H -5.073 -0.438 -2.694
H -4.833 -1.655 -1.448
H -4.090 -3.291 -0.175
H -3.574 -1.754 0.518
H -2.961 -3.655 1.976
H -1.513 -2.839 1.389
H -2.705 -5.401 0.214
H -1.237 -5.315 1.164
H -0.736 -5.350 -1.299
H -0.159 -3.884 -0.527
H -2.741 -4.229 -2.120
H -1.319 -3.339 -2.652
```

Summary:
LUMO = -9.003 eV
E = -3380.8609 Ha
HOMO level = -16.16 eV
frontier orbital gap = 7.16 eV
energy above the lowest of the compared OMol25 structures with the same formula, charge and spin = 0.0000 eV
charge = +3

---

(3)
DFT (ωB97M-V/def2-TZVPD) results for C49H81CaN3O6SSb2 as an isolated structure.

```
143
C49H81CaN3O6SSb2 ωB97M-V/def2-TZVPD
Ca 1.163 -0.347 0.254
C -1.512 -1.268 2.011
N -1.370 -2.653 1.614
C -1.873 -3.541 2.630
C -1.932 -2.947 0.317
C -1.291 -2.252 -0.879
N 0.173 -2.350 -1.068
C 0.424 -1.855 -2.443
C 1.831 -1.943 -2.966
C 2.117 -2.776 -4.036
C 3.384 -2.851 -4.604
C 4.376 -2.066 -4.011
C 4.145 -1.204 -2.944
C 2.826 -1.099 -2.411
O 2.519 -0.272 -1.459
C 5.274 -0.403 -2.295
C 5.002 1.106 -2.406
C 5.395 -0.800 -0.815
C 6.630 -0.676 -2.954
C 3.618 -3.710 -5.849
C 5.076 -3.675 -6.308
C 3.243 -5.175 -5.588
C 2.748 -3.181 -7.000
C 0.733 -3.693 -0.843
C 2.127 -3.812 -0.241
C 2.999 -4.717 -0.813
C 4.239 -5.023 -0.254
C 4.541 -4.408 0.954
C 3.714 -3.480 1.586
C 2.497 -3.096 0.947
O 1.756 -2.130 1.381
C 4.222 -2.886 2.918
C 5.475 -2.035 2.651
C 3.231 -2.004 3.689
C 4.603 -4.039 3.866
C 5.194 -5.976 -0.971
C 6.516 -6.155 -0.223
C 5.508 -5.425 -2.369
C 4.543 -7.360 -1.119
H -2.566 -0.948 2.088
H -1.021 -1.099 2.969
H -1.055 -0.590 1.300
H -2.962 -3.427 2.797
H -1.680 -4.578 2.348
H -1.364 -3.343 3.574
H -1.895 -4.029 0.176
H -3.009 -2.681 0.267
H -1.813 -2.675 -1.758
H -1.548 -1.186 -0.883
H -0.225 -2.415 -3.138
H 0.075 -0.814 -2.462
H 1.304 -3.375 -4.443
H 5.381 -2.121 -4.411
H 4.059 1.360 -1.927
H 5.811 1.668 -1.925
H 4.956 1.408 -3.458
H 4.475 -0.577 -0.277
H 5.597 -1.872 -0.717
H 6.217 -0.249 -0.343
H 6.635 -0.391 -4.011
H 7.397 -0.087 -2.444
H 6.910 -1.732 -2.878
H 5.746 -4.064 -5.535
H 5.195 -4.296 -7.202
H 5.394 -2.660 -6.556
H 3.884 -5.599 -4.814
H 2.206 -5.267 -5.256
H 3.363 -5.772 -6.500
H 2.981 -2.133 -7.204
H 2.919 -3.762 -7.914
H 1.687 -3.243 -6.751
H 0.046 -4.235 -0.196
H 0.745 -4.241 -1.799
H 2.698 -5.185 -1.750
H 5.489 -4.635 1.427
H 5.225 -1.186 2.011
H 5.878 -1.645 3.593
H 6.258 -2.614 2.152
H 2.983 -1.089 3.161
H 2.296 -2.528 3.892
H 3.695 -1.736 4.647
H 5.394 -4.674 3.456
H 4.957 -3.634 4.820
H 3.732 -4.670 4.062
H 7.034 -5.199 -0.100
H 6.361 -6.588 0.770
H 7.170 -6.826 -0.788
H 5.964 -4.434 -2.301
H 6.187 -6.093 -2.913
H 4.591 -5.319 -2.951
H 4.307 -7.778 -0.137
H 3.611 -7.293 -1.686
H 5.212 -8.053 -1.643
C 5.712 5.516 5.214
C 4.697 4.654 4.507
C 3.478 4.343 5.101
C 2.538 3.558 4.444
C 2.810 3.083 3.172
C 4.028 3.372 2.567
C 4.962 4.149 3.235
S 1.583 2.144 2.275
O 2.383 1.172 1.491
O 0.798 1.530 3.333
N 0.789 3.120 1.428
C 0.780 3.124 -0.030
C -0.408 2.337 -0.642
O -1.216 2.945 -1.363
O -0.476 1.094 -0.365
H 5.425 5.690 6.252
H 5.811 6.490 4.729
H 6.700 5.050 5.211
H 3.262 4.714 6.098
H 1.600 3.292 4.914
H 4.238 2.968 1.584
H 5.915 4.363 2.761
H 1.697 2.693 -0.464
H 0.705 4.147 -0.398
C -1.639 3.763 4.183
Sb -2.368 2.879 2.352
C -2.208 4.726 1.268
C -4.464 3.233 2.838
H -2.184 4.687 4.403
H -0.586 3.992 4.024
H -1.737 3.069 5.020
H -2.894 5.466 1.687
H -2.411 4.560 0.209
H -1.178 5.066 1.376
H -4.586 4.212 3.316
H -4.841 2.454 3.507
H -5.048 3.214 1.912
C -4.121 3.534 -2.210
Sb -3.751 1.598 -1.340
C -2.832 0.740 -3.084
C -5.744 0.879 -1.928
H -4.659 3.421 -3.156
H -3.156 4.011 -2.373
H -4.719 4.144 -1.529
H -3.380 1.044 -3.979
H -2.838 -0.350 -3.013
H -1.805 1.100 -3.123
H -5.933 1.109 -2.982
H -6.512 1.360 -1.316
H -5.813 -0.204 -1.786
```

Summary:
LUMO = 3.939 eV
E = -4087.9376 Ha
HOMO level = -2.21 eV
frontier orbital gap = 6.14 eV
energy above the lowest of the compared OMol25 structures with the same formula, charge and spin = 0.7502 eV
charge = -2